Model A:
DFT (ωB97M-V/def2-TZVPD) results for 3 unconnected molecules or ions with the total composition C2H9N3O.

Properties
Orbital gap (spin up / spin down), eV: 7.43 / 8.01

Last columns: bonded neighbours and bond lengths (Å).
Atoms and positions in Å:
1 C 1.045 0.846 0.645  O4 1.372, H9 1.087, H10 1.090
2 N 0.273 0.560 -1.391  N3 1.316, H6 1.025
3 N -0.536 -0.384 -1.824  N2 1.316, H7 1.027, H8 1.185
4 O 0.162 1.868 0.889  C1 1.372, H5 0.972
5 H -0.270 2.039 0.035  O4 0.972
6 H 1.170 0.503 -1.883  N2 1.025
7 H -0.058 -1.201 -2.221  N3 1.027
8 H -1.253 -0.711 -0.938  N3 1.185
9 H 1.399 0.421 1.581  C1 1.087
10 H 1.933 1.135 0.082  C1 1.090
11 C -0.364 -1.126 1.036  N12 1.305, H14 1.086, H15 1.084
12 N -1.503 -0.986 0.414  C11 1.305, H13 1.020
13 H -2.108 -0.300 0.866  N12 1.020
14 H 0.348 -1.842 0.637  C11 1.086
15 H -0.238 -0.821 2.069  C11 1.084

=====

Model B:
DFT (ωB97M-V/def2-TZVPD) results for 2 unconnected molecules or ions with the total composition C2H9N3O.

Properties
Orbital gap, eV: 9.85
SMILES string: NC=O.NCN

Last columns: bonded neighbours and bond lengths (Å).
Atoms and positions in Å:
1 N -3.998 -1.246 1.437  C2 1.508, H4 1.011, H5 1.006
2 C -2.515 -1.112 1.199  N1 1.508, N3 1.436, H6 1.086, H7 1.086
3 N -2.185 -1.407 -0.168  C2 1.436, H8 1.014, H9 1.016
4 H -4.334 -0.364 1.800  N1 1.011
5 H -4.235 -2.010 2.048  N1 1.006
6 H -2.165 -0.091 1.316  C2 1.086
7 H -2.111 -1.833 1.903  C2 1.086
8 H -2.107 -2.351 -0.529  N3 1.014
9 H -2.600 -0.770 -0.841  N3 1.016
10 C 3.900 2.278 -1.312  N11 1.360, O12 1.214, H13 1.094
11 N 4.940 1.402 -1.291  C10 1.360, H14 0.998, H15 1.004
12 O 3.759 3.063 -2.227  C10 1.214
13 H 3.234 2.443 -0.459  C10 1.094
14 H 4.903 0.555 -0.765  N11 0.998
15 H 5.515 1.443 -2.112  N11 1.004

=====

Looking at the structures above, model B is most stable, and the difference to the next one is 120.5 kcal/mol.